23
Properties=species:S:1:pos:R:3 method="wB97M-V/def2-TZVPD" s_squared=15.82 e_tot_ev=-34999.2216 multiplicity=8 de_lowest_kcal_mol=23.87 mol_weight_g_mol=292.09 orbital_gap_ev="6.42 / 9.21" lumo_energy_ev="-5.42 / -4.72" total_charge=+1
C 3.14865 -0.04635 -0.49425
C 3.76006 -0.66144 0.75082
H 3.31166 -0.67901 -1.37720
H 3.61488 0.91893 -0.74271
H 3.46639 -1.71336 0.87174
H 3.45626 -0.11748 1.65991
H 4.86187 -0.65469 0.70078
O -2.16737 2.46586 -1.04921
C -0.81621 2.14301 -1.01891
C -0.57179 0.69624 -0.67897
O -1.49682 0.23966 0.23640
C -1.81720 -1.15502 0.32767
C -3.14212 -1.22836 1.08817
O -4.07427 -0.33173 0.57933
Tb -3.47486 1.40027 -0.10027
H -0.26683 2.77859 -0.28412
H -0.32440 2.33757 -1.99410
H 1.94523 0.16901 -0.47136
H -1.00715 -1.69344 0.84053
H -1.92623 -1.54397 -0.69709
H -2.93413 -1.03495 2.16106
H -3.49340 -2.27649 1.02304
H -0.05221 -0.01288 -1.33127